(1)
The following is a DFT calculation (ωB97M-V/def2-TZVPD) of a cluster of 11 separate species, C39H47N11O8 in total at a distorted geometry.

SMILES = C[N+](=O)[O-].C[N+](=O)[O-].C[N+](=O)[O-].C[N+](=O)[O-].c1ccncc1.c1ccncc1.c1ccncc1.c1ccncc1.c1ccncc1.c1ccncc1.c1ccncc1
Frontier orbital gap = 9.536 eV
Energy = -73962.207 eV
Highest occupied orbital energy = -9.57 eV

Each line ends with the Löwdin charge.
Geometry (Å):
C -1.9178 -1.0419 -0.2516  0.048
N -0.8176 -0.0772 -0.4780  -0.414
O 0.2868 -0.2700 0.0347  0.033
O -1.1137 0.9038 -1.1193  0.052
H -1.8736 -1.7145 -1.1081  0.099
H -2.8905 -0.5538 -0.3128  0.076
H -1.6689 -1.4679 0.7204  0.081
C -2.3313 -4.3092 1.4135  0.019
N -3.0104 -5.1742 0.4052  -0.422
O -3.3934 -4.7633 -0.6888  0.045
O -3.2058 -6.2967 0.8320  0.054
H -3.0449 -3.6149 1.8571  0.087
H -1.6031 -3.6650 0.9210  0.059
H -1.8152 -4.8940 2.1749  0.082
C -4.7563 3.0995 -1.0810  0.051
N -4.4456 2.2354 -2.2502  -0.397
O -4.2960 1.0050 -2.1401  0.036
O -4.2957 2.8628 -3.3158  0.040
H -5.6784 3.6518 -1.2621  0.104
H -3.9178 3.7879 -0.9754  0.098
H -4.9536 2.4636 -0.2180  0.063
C 2.1980 -3.3402 -1.9154  0.054
N 1.2341 -3.9212 -0.9257  -0.400
O 0.0702 -4.0480 -1.2836  0.049
O 1.6467 -4.1341 0.2308  0.039
H 1.7422 -2.7242 -2.6905  0.062
H 2.7913 -4.1728 -2.2935  0.109
H 2.8069 -2.6501 -1.3313  0.079
N -0.6212 3.0162 3.2218  0.050
C -0.3881 3.3186 1.9171  -0.136
C 0.7765 2.9277 1.2376  -0.072
C 1.7974 2.2873 1.9235  -0.082
C 1.5829 2.0331 3.2460  -0.098
C 0.3792 2.3594 3.8893  -0.136
H -1.0982 3.8716 1.3200  0.084
H 0.8194 3.0497 0.1653  0.079
H 2.6753 1.9030 1.4255  0.095
H 2.3355 1.5532 3.8540  0.095
H 0.2646 2.1648 4.9454  0.096
N -4.3825 -1.0183 1.6994  0.059
C -5.5823 -0.5502 1.0841  -0.090
C -6.1041 0.7180 1.3859  -0.089
C -5.4427 1.5242 2.3550  -0.090
C -4.3471 1.0514 3.0584  -0.065
C -3.8940 -0.2043 2.6677  -0.160
H -6.0581 -1.1700 0.3386  0.099
H -7.0377 1.1215 1.0224  0.098
H -5.6757 2.5610 2.5477  0.102
H -3.7837 1.6282 3.7769  0.104
H -2.9587 -0.4568 3.1451  0.088
N -1.5250 0.2583 -4.9085  0.065
C -0.1867 -0.1297 -4.8734  -0.116
C 0.1713 -1.5062 -4.7274  -0.072
C -0.8384 -2.4323 -4.3791  -0.089
C -2.1081 -1.9691 -4.2258  -0.105
C -2.4394 -0.6847 -4.5510  -0.148
H 0.4978 0.6261 -5.2289  0.087
H 1.1859 -1.8715 -4.7870  0.085
H -0.6277 -3.4914 -4.3603  0.108
H -2.9082 -2.6363 -3.9410  0.110
H -3.4622 -0.3567 -4.4378  0.095
N -0.8631 -2.6674 3.9141  0.061
C -0.5842 -3.8201 4.5513  -0.136
C 0.7008 -4.1595 5.0903  -0.056
C 1.7110 -3.2344 4.9563  -0.084
C 1.4237 -1.9551 4.4341  -0.059
C 0.1281 -1.7698 3.9297  -0.154
H -1.3840 -4.5309 4.6978  0.098
H 0.8674 -5.1708 5.4308  0.099
H 2.7108 -3.3714 5.3411  0.101
H 2.2030 -1.2116 4.3535  0.091
H -0.0860 -0.7790 3.5570  0.085
N 4.1919 -0.1852 -2.3903  0.049
C 2.8824 0.2426 -2.4229  -0.112
C 2.5789 1.6303 -2.3682  -0.053
C 3.6028 2.5713 -2.3488  -0.084
C 4.8993 2.1121 -2.3233  -0.069
C 5.1616 0.7066 -2.3222  -0.160
H 2.0619 -0.4465 -2.2875  0.071
H 1.5666 1.9885 -2.2518  0.071
H 3.5668 3.6476 -2.4303  0.096
H 5.7482 2.7688 -2.4439  0.097
H 6.1726 0.3281 -2.2931  0.101
N 6.1409 -1.6205 2.9569  0.043
C 4.9983 -2.3568 2.7713  -0.131
C 3.9999 -1.9231 1.8789  -0.075
C 4.2349 -0.8000 1.0822  -0.084
C 5.3993 -0.0340 1.2580  -0.073
C 6.3746 -0.5376 2.1324  -0.131
H 4.8675 -3.2513 3.3622  0.093
H 3.0226 -2.3821 1.9032  0.081
H 3.4348 -0.4349 0.4553  0.081
H 5.4623 0.9307 0.7765  0.089
H 7.2797 0.0027 2.3677  0.092
N -0.8340 4.7411 -1.4070  0.054
C -0.8216 3.7864 -2.3834  -0.129
C 0.1370 3.8368 -3.3945  -0.074
C 1.1036 4.8813 -3.4144  -0.053
C 1.0348 5.8832 -2.3896  -0.069
C 0.0732 5.7296 -1.4380  -0.179
H -1.6317 3.0722 -2.3729  0.079
H 0.0169 3.1537 -4.2224  0.095
H 1.8896 4.9489 -4.1521  0.098
H 1.8347 6.6029 -2.2968  0.098
H -0.0405 6.4043 -0.6024  0.102

Forces on atoms 1 to 2 (eV/Å):
0.4 -0.3 0.0
0.2 0.7 0.6

(2)
The following is a DFT calculation (ωB97M-V/def2-TZVPD) of a cluster of 9 separate species, C39H47N7O6 in total at a distorted geometry.

SMILES = O=C1OCCO1.O=C1OCCO1.c1ccncc1.c1ccncc1.c1ccncc1.c1ccncc1.c1ccncc1.CCCC#N.CCCC#N
Frontier orbital gap = 9.083 eV
Energy = -63915.918 eV
Highest occupied orbital energy = -9.31 eV

Each line ends with the Löwdin charge.
Geometry (Å):
N 14.3179 -19.1583 13.8624  0.030
C 14.0815 -18.2669 14.8441  -0.151
C 13.1425 -17.2845 14.5946  -0.072
C 12.1667 -17.4075 13.5310  -0.073
C 12.3966 -18.4234 12.6464  -0.083
C 13.5471 -19.2785 12.7794  -0.122
H 14.7564 -18.1547 15.6798  0.098
H 12.9215 -16.4733 15.2724  0.085
H 11.4809 -16.5986 13.3267  0.099
H 11.8077 -18.4387 11.7412  0.093
H 13.7568 -20.0687 12.0737  0.097
N 14.4613 -10.4305 12.0439  0.049
C 15.2659 -9.8863 12.9349  -0.184
C 16.6284 -10.1140 12.9669  -0.092
C 17.1722 -10.9800 12.0730  -0.091
C 16.4119 -11.3650 10.9708  -0.082
C 15.0501 -11.1578 10.9925  -0.104
H 14.8378 -9.2054 13.6556  0.099
H 17.2698 -9.7576 13.7593  0.103
H 18.2228 -11.2133 12.1641  0.107
H 16.8931 -12.0724 10.3117  0.100
H 14.3817 -11.5875 10.2610  0.096
N 2.4463 -5.8979 5.3270  0.038
C 3.2464 -6.1019 6.3710  -0.159
C 3.6592 -7.3913 6.6954  -0.078
C 3.4219 -8.4735 5.8078  -0.070
C 2.7122 -8.1846 4.6307  -0.072
C 2.1911 -6.8758 4.4362  -0.131
H 3.4637 -5.2535 7.0030  0.100
H 4.1748 -7.5682 7.6277  0.090
H 3.7314 -9.4708 6.0833  0.093
H 2.3157 -8.9112 3.9370  0.091
H 1.4094 -6.7384 3.7038  0.098
N 11.5704 -9.1792 6.7852  0.053
C 10.8308 -9.7390 5.8015  -0.132
C 9.5996 -9.1655 5.3679  -0.071
C 9.1198 -7.9559 5.9666  -0.041
C 9.9259 -7.4372 7.0778  -0.069
C 11.0685 -8.1122 7.3933  -0.205
H 11.1336 -10.6596 5.3249  0.095
H 8.8396 -9.6386 4.7638  0.087
H 8.2597 -7.4240 5.5874  0.090
H 9.6181 -6.4774 7.4657  0.093
H 11.5870 -7.6627 8.2272  0.100
N 7.0257 -19.6036 8.5985  0.034
C 6.3612 -18.9460 9.5421  -0.173
C 5.0118 -19.1178 9.6268  -0.074
C 4.3258 -20.1218 8.8678  -0.061
C 5.0792 -20.9197 8.0261  -0.074
C 6.4448 -20.5724 7.8785  -0.141
H 6.9359 -18.3070 10.1962  0.103
H 4.4558 -18.5721 10.3748  0.093
H 3.2521 -20.2121 8.7944  0.103
H 4.5833 -21.6147 7.3646  0.096
H 7.0281 -20.9932 7.0729  0.095
C 2.3415 -15.3193 7.1544  -0.060
C 1.6869 -14.1646 8.0151  -0.093
O 0.3699 -14.6872 8.0750  0.065
C 0.3425 -15.9952 7.9695  -0.610
O -0.6498 -16.7055 8.1778  0.114
O 1.5055 -16.4215 7.5681  0.069
H 3.3647 -15.5319 7.4641  0.131
H 2.1733 -15.0885 6.1025  0.130
H 1.7451 -13.1786 7.5541  0.126
H 2.1513 -14.0742 8.9970  0.126
C 7.9087 -11.0570 10.0420  -0.086
C 8.7073 -11.2410 11.3554  -0.118
O 8.1109 -12.3885 11.9075  0.057
C 6.9570 -12.6792 11.2580  -0.628
O 6.2161 -13.5193 11.6462  0.162
O 6.8000 -11.9366 10.2118  0.089
H 8.4554 -11.4147 9.1695  0.132
H 7.6052 -10.0123 9.9741  0.128
H 8.6798 -10.3245 11.9448  0.129
H 9.7197 -11.6074 11.1852  0.133
C 1.6934 -14.4101 14.8226  -0.114
C 1.3107 -15.8945 14.7906  -0.229
C 0.5892 -16.2962 13.4706  -0.189
C 0.6325 -17.6976 13.0882  -0.254
N 0.7790 -18.8385 12.8796  0.130
H 2.0579 -14.0098 13.8765  0.069
H 2.4271 -14.2459 15.6118  0.070
H 0.8635 -13.7477 15.0689  0.069
H 0.6572 -16.0571 15.6477  0.106
H 2.1767 -16.5399 14.9379  0.108
H 1.1362 -16.0088 12.5727  0.113
H -0.4543 -15.9885 13.4029  0.122
C 11.5284 -10.1967 17.3586  -0.110
C 12.1510 -11.5526 17.1614  -0.293
C 13.3014 -11.8484 18.0289  -0.213
C 13.1236 -11.5309 19.4716  -0.222
N 13.0195 -11.2862 20.5902  0.138
H 12.1861 -9.3483 17.1699  0.077
H 11.0255 -10.0746 18.3179  0.080
H 10.8337 -10.0522 16.5313  0.070
H 12.4825 -11.7185 16.1363  0.115
H 11.3875 -12.2961 17.3902  0.116
H 14.1917 -11.3837 17.6051  0.123
H 13.4730 -12.9215 18.1133  0.117

Forces on atoms 1 to 2 (eV/Å):
0.5 -1.4 0.0
-0.6 1.2 -2.4

(3)
The following is a DFT calculation (ωB97M-V/def2-TZVPD) of a structure of composition C39H48BrN4NiO3 at a distorted geometry.

Multiplicity = 3
Frontier orbital gap (alpha / beta) = 4.173 / 6.136 eV
Charge = -1
⟨S²⟩ = 2.02
Energy = -164407.977 eV
Highest occupied orbital energy (alpha / beta) = -1.84 / -3.81 eV

Each line ends with the Löwdin spin population.
Geometry (Å):
Ni -2.0987 -0.2183 -0.0252  0.953
O 1.4387 -2.8180 4.9355  0.000
C 2.2999 -2.0285 4.1844  0.000
C 1.4570 -1.4537 3.1004  0.001
C 0.5646 -0.4250 3.4371  0.000
C -0.3917 -0.0701 2.4904  0.002
N -0.5793 -0.7291 1.3561  0.009
C 0.3047 -1.6777 1.0028  0.001
C 1.3236 -2.0673 1.8558  0.000
C 0.4368 -1.5306 -1.3795  -0.001
C 0.5479 -1.9095 -2.8059  0.004
C 0.1520 -1.0480 -3.7797  0.001
C 0.4861 -1.4410 -5.1910  0.000
O -0.4513 -1.0024 -6.1627  0.000
C -0.4997 0.2054 -3.6831  0.004
C -0.9893 0.7978 -2.5103  0.002
N -0.5540 0.5492 -1.2982  0.010
H 0.6018 -2.3731 5.1339  0.000
H 3.1478 -2.5812 3.8012  0.000
H 2.7328 -1.2572 4.8533  0.000
H 0.6340 0.0996 4.3976  0.000
H -1.0770 0.7532 2.7036  0.000
H 1.9996 -2.9050 1.6186  0.000
H 0.7093 -2.9018 -3.0628  0.000
H 0.6648 -2.5302 -5.2130  0.000
H 1.4684 -1.0395 -5.4663  0.000
H -1.3045 -1.2316 -5.8684  0.000
H -0.9274 0.5605 -4.6141  0.000
H -1.9117 1.3821 -2.5481  0.000
C 3.8407 1.9216 -0.7046  0.000
C 3.2225 0.4984 -0.8765  0.001
C 3.6482 0.0761 -2.3190  0.001
C 1.7241 0.6929 -0.8743  0.005
C 3.9369 -0.4416 0.1419  0.000
C 4.0281 -1.7735 -0.1911  0.000
C 4.7246 -2.6820 0.5891  0.000
C 5.3235 -2.3032 1.7658  0.000
C 5.2317 -0.9943 2.1256  0.000
C 4.5337 -0.0952 1.3633  0.000
H 3.3154 2.5294 -1.4443  0.000
H 4.8992 1.9726 -0.8182  0.000
H 3.5364 2.3352 0.2709  0.000
H 3.1560 0.7129 -3.0557  0.000
H 3.3391 -0.9740 -2.5112  0.000
H 4.7273 0.0851 -2.5620  0.000
H 1.4909 1.6661 -0.6101  0.000
H 3.5398 -2.1829 -1.0246  0.000
H 4.7692 -3.6983 0.3128  0.000
H 5.8996 -2.9882 2.3793  0.000
H 5.7555 -0.6847 3.0150  0.000
H 4.5265 0.9904 1.6507  0.000
O -0.8173 4.1604 3.5690  0.000
C -1.2234 5.0347 2.7958  0.000
C -0.3082 5.9330 2.0411  0.000
C -0.4838 5.6306 0.5536  0.000
C -0.9940 4.2599 0.1548  0.000
C -2.5217 4.1020 0.2865  0.000
C -3.1043 4.0749 1.7059  0.000
N -2.5745 5.2378 2.5241  0.000
H 0.6690 5.6712 2.4041  0.000
H -0.5598 7.0107 2.2569  0.000
H 0.5351 5.7958 0.1428  0.000
H -1.1323 6.4114 0.0971  0.000
H -0.5273 3.4154 0.6764  0.000
H -0.7615 4.0783 -0.8860  0.000
H -2.7647 3.1294 -0.1326  0.000
H -3.0621 4.8952 -0.3463  0.000
H -2.6821 3.1974 2.2150  0.000
H -4.1829 4.0916 1.6587  0.000
H -2.7345 6.1235 2.0840  0.000
C 0.6665 -4.7658 -0.9067  0.000
C -0.4301 -3.7948 -0.3522  0.000
C -0.8244 -4.3133 1.0326  0.000
C -1.7017 -3.8200 -1.1994  0.000
C 0.1281 -2.3335 -0.3468  0.001
C 0.6610 -0.0732 -1.1402  -0.001
H 0.3358 -5.8080 -0.7487  0.000
H 1.5466 -4.6432 -0.2643  0.000
H 0.8818 -4.5462 -1.9329  0.000
H -1.2759 -5.3077 0.9315  0.000
H -1.6244 -3.6933 1.5014  0.000
H -0.0476 -4.3422 1.8383  0.000
H -1.9486 -4.8623 -1.4985  0.000
H -1.6579 -3.2228 -2.1255  0.000
H -2.5643 -3.3764 -0.6436  0.000
Br -7.3511 -1.2423 1.5575  0.008
C -6.2331 -0.3735 0.2713  0.088
C -6.8557 0.5366 -0.6230  0.312
C -5.9151 1.1483 -1.4957  0.063
C -4.5977 0.8946 -1.4135  0.115
N -4.0188 -0.0417 -0.5396  0.263
C -4.8730 -0.6355 0.2924  0.116
H -7.9223 0.5594 -0.7719  0.029
H -6.2303 1.8931 -2.1631  -0.001
H -3.8359 1.4002 -1.9928  0.005
H -4.4360 -1.2615 1.0469  0.010

Forces on atoms 1 to 2 (eV/Å):
0.3 0.3 0.0
-0.4 -1.7 1.1

(4)
The following is a DFT calculation (ωB97M-V/def2-TZVPD) of a structure of composition C39H48CdP2Si at a distorted geometry.

Frontier orbital gap (alpha / beta) = 5.285 / 4.638 eV
Energy = -72235.545 eV
Highest occupied orbital energy (alpha / beta) = -5.02 / -4.29 eV

Each line ends with the Löwdin charge.
Geometry (Å):
Cd 1.1084 -1.3194 0.2174  1.067
C -3.0442 1.0077 5.0873  -0.114
C -3.0968 0.6432 3.7943  -0.105
C -3.4641 1.5316 2.6468  -0.199
C -2.3438 2.3441 1.9755  -0.188
C -1.4527 3.1686 2.8590  -0.139
C -1.7502 3.6270 4.0779  -0.118
C -3.0907 3.5930 4.7313  -0.199
C -3.4108 2.3561 5.6194  -0.186
C 3.1848 -0.2984 -1.3529  -0.315
H -2.8181 0.2596 5.8534  0.104
H -2.9787 -0.4092 3.5274  0.081
H -4.2719 2.1926 2.9708  0.097
H -3.8780 0.8802 1.8573  0.098
H -1.6860 1.6501 1.4318  0.097
H -2.7921 2.9757 1.1876  0.117
H -0.4850 3.4078 2.3928  0.108
H -0.9619 4.1113 4.6595  0.105
H -3.8564 3.6811 3.9558  0.094
H -3.1717 4.4982 5.3567  0.111
H -2.9451 2.4803 6.6038  0.104
H -4.4931 2.3859 5.8290  0.116
H 4.2213 -0.0886 -1.6572  0.049
H 3.0887 -0.0224 -0.2761  0.000
H 3.0641 -1.3775 -1.5214  0.024
P -0.2335 -2.0426 -1.5605  0.775
P 1.9921 0.7014 -2.2861  0.909
C -0.6572 -0.3663 -2.1201  -0.465
C 0.2533 0.5429 -2.5680  -0.413
C -0.1602 -3.0254 -3.1062  -0.395
C -1.1671 -2.7389 -4.0357  -0.100
C -1.3100 -3.4910 -5.1994  -0.078
C -0.4182 -4.5346 -5.4616  -0.087
C 0.6231 -4.7977 -4.5639  -0.093
C 0.7679 -4.0442 -3.3949  -0.104
C -1.8034 -2.6446 -0.8215  -0.375
C -2.6539 -1.7507 -0.1425  -0.104
C -3.8040 -2.2398 0.4771  -0.088
C -4.1445 -3.5895 0.3861  -0.084
C -3.3060 -4.4737 -0.3072  -0.085
C -2.1187 -4.0203 -0.8625  -0.092
C 2.7266 0.6641 -3.9735  -0.295
C 2.2804 -0.3389 -4.8559  -0.078
C 2.6246 -0.2689 -6.2082  -0.078
C 3.4884 0.7411 -6.6635  -0.086
C 4.0048 1.6812 -5.7654  -0.083
C 3.6353 1.6369 -4.4177  -0.076
C 2.2974 2.4309 -1.7826  -0.309
C 3.5813 2.8269 -1.3568  -0.114
C 3.8054 4.1160 -0.8601  -0.082
C 2.7774 5.0636 -0.8615  -0.083
C 1.5436 4.7144 -1.4259  -0.077
C 1.2997 3.4148 -1.8975  -0.068
H -1.7315 -0.1585 -2.2852  0.064
H -0.1015 1.3055 -3.2826  0.075
H -1.8722 -1.9229 -3.8432  0.106
H -2.1213 -3.2589 -5.8875  0.104
H -0.5428 -5.1406 -6.3651  0.104
H 1.3202 -5.6030 -4.7836  0.100
H 1.5878 -4.2569 -2.7042  0.098
H -2.4066 -0.6911 -0.1121  0.080
H -4.4391 -1.5470 1.0214  0.095
H -5.0382 -3.9601 0.8803  0.101
H -3.5892 -5.5133 -0.4208  0.101
H -1.4351 -4.7085 -1.3510  0.101
H 1.6384 -1.1522 -4.4890  0.096
H 2.2206 -1.0019 -6.9041  0.103
H 3.7436 0.8049 -7.7272  0.104
H 4.6862 2.4604 -6.1070  0.103
H 4.0375 2.3833 -3.7244  0.093
H 4.4301 2.1429 -1.4217  0.099
H 4.7874 4.3803 -0.4637  0.105
H 2.9376 6.0597 -0.4326  0.107
H 0.7571 5.4654 -1.4871  0.103
H 0.3391 3.1774 -2.3585  0.095
C 2.2404 -1.4637 5.3546  -0.204
Si 1.0135 -1.0476 3.9560  0.368
C -0.5139 -2.0526 4.3932  -0.199
C 0.5486 0.7670 4.1787  -0.187
C 1.7359 -1.5389 2.3025  -0.472
H 1.7506 -1.3432 6.3328  0.023
H 3.1277 -0.8106 5.3560  0.023
H 2.5993 -2.4995 5.2975  0.023
H -0.6548 -1.9924 5.4877  0.031
H -1.4229 -1.6741 3.9063  -0.004
H -0.3771 -3.1120 4.1270  0.028
H 1.4515 1.3607 4.3982  0.032
H 0.0400 1.2701 3.3467  -0.004
H -0.1169 0.8863 5.0493  0.028
H 2.1374 -2.5643 2.3946  -0.052
H 2.6317 -0.8963 2.1760  -0.068

Forces on atoms 1 to 2 (eV/Å):
0.0 0.7 2.2
-0.3 -0.5 -0.9

ΔE to the lowest compared entry with this formula, charge and spin? In order: 1.2; 73.7; 0.0; 72.9 kcal per mole.